1.
{
  "formula": "C3H17NSi4",
  "method": "ωB97M-V with the def2-TZVPD basis set",
  "symbols": ["C", "C", "C", "N", "Si", "Si", "Si", "Si", "H", "H", "H", "H", "H", "H", "H", "H", "H", "H", "H", "H", "H", "H", "H", "H", "H"],
  "xyz": [[0.063, -1.680, 1.837], [2.195, -2.251, -0.347], [2.189, 0.473, 1.094], [-1.600, 1.169, -1.126], [-1.024, 2.797, -1.003], [-3.079, 0.745, -0.334], [-0.265, -0.210, -1.382], [1.056, -0.901, 0.394], [-0.915, -1.218, 1.929], [-0.093, -2.743, 1.677], [0.570, -1.568, 2.791], [2.724, -1.878, -1.219], [2.943, -2.603, 0.360], [1.621, -3.115, -0.665], [2.740, 0.969, 0.298], [1.608, 1.234, 1.609], [2.915, 0.079, 1.799], [-0.028, 3.004, -2.050], [-2.164, 3.697, -1.161], [-0.393, 3.045, 0.305], [-3.022, 1.052, 1.102], [-4.173, 1.499, -0.946], [-3.271, -0.694, -0.504], [0.501, 0.370, -2.496], [-1.099, -1.273, -1.963]],
  "lowdin_charge": [-0.210, -0.232, -0.222, -0.619, 0.405, 0.400, 0.501, 0.423, 0.008, 0.022, 0.025, 0.019, 0.027, 0.020, 0.022, 0.016, 0.026, -0.081, -0.078, -0.080, -0.080, -0.080, -0.081, -0.074, -0.075],
  "charge": 0,
  "spin_multiplicity": 1,
  "e_homo_ev": -9.205,
  "de_lowest_kcal_mol": 0.0,
  "gap_ev": 9.99
}


2.
{
  "formula": "C2H9NS2",
  "method": "ωB97M-V with the def2-TZVPD basis set",
  "symbols": ["C", "C", "N", "H", "H", "H", "H", "H", "H", "H", "S", "S", "H", "H"],
  "xyz": [[1.584, -1.640, 2.792], [0.099, -1.950, 2.554], [-0.657, -1.592, 3.738], [1.599, -0.676, 3.300], [2.094, -2.398, 3.379], [2.075, -1.485, 1.829], [-0.203, -1.313, 1.723], [-0.046, -3.001, 2.281], [-1.661, -1.536, 3.604], [-0.435, -2.116, 4.572], [0.743, 1.696, -2.262], [-1.246, 1.085, -2.361], [1.027, 1.451, -3.549], [-1.213, 0.664, -1.091]],
  "lowdin_charge": [-0.114, -0.355, -0.035, 0.067, 0.063, 0.063, 0.095, 0.095, 0.060, 0.063, 0.213, 0.221, -0.212, -0.224],
  "charge": 0,
  "smiles": "CCN.SS",
  "spin_multiplicity": 1,
  "e_homo_ev": -8.728,
  "de_lowest_kcal_mol": 17.0,
  "gap_ev": 9.01
}


3.
{
  "formula": "C48H51F2GeN7Pt",
  "method": "ωB97M-V with the def2-TZVPD basis set",
  "symbols": ["Pt", "F", "C", "C", "C", "C", "C", "F", "C", "C", "C", "C", "C", "C", "N", "H", "H", "H", "H", "H", "H", "C", "N", "C", "C", "N", "C", "C", "C", "C", "C", "C", "C", "C", "C", "N", "C", "N", "C", "C", "N", "C", "C", "C", "N", "C", "C", "H", "H", "H", "H", "H", "H", "H", "H", "H", "H", "H", "H", "H", "H", "H", "H", "H", "H", "H", "H", "H", "H", "H", "H", "H", "H", "H", "H", "H", "H", "C", "Ge", "C", "C", "C", "C", "C", "C", "C", "C", "C", "C", "C", "C", "C", "C", "C", "C", "H", "H", "H", "H", "H", "H", "H", "H", "H", "H", "H", "H", "H", "H", "H"],
  "xyz": [[-1.219, 0.490, 0.184], [-1.870, 3.542, 4.644], [-2.430, 2.733, 3.731], [-1.656, 2.266, 2.687], [-2.230, 1.436, 1.735], [-3.591, 1.079, 1.846], [-4.315, 1.579, 2.932], [-5.607, 1.232, 3.102], [-3.764, 2.405, 3.883], [-4.140, 0.183, 0.813], [-5.489, -0.137, 0.678], [-5.903, -1.016, -0.307], [-4.962, -1.581, -1.151], [-3.643, -1.223, -0.984], [-3.232, -0.361, -0.044], [-0.627, 2.585, 2.624], [-4.354, 2.773, 4.710], [-6.208, 0.303, 1.346], [-6.951, -1.261, -0.404], [-5.233, -2.279, -1.928], [-2.870, -1.637, -1.614], [2.436, 2.893, -1.773], [1.055, 3.356, -1.787], [0.875, 4.477, -2.707], [0.046, 2.881, -1.037], [0.173, 2.113, 0.047], [1.361, 2.197, 0.810], [1.886, 3.432, 1.111], [3.207, 3.572, 1.579], [4.002, 2.471, 1.689], [3.444, 1.175, 1.542], [4.236, 0.023, 1.779], [3.664, -1.214, 1.825], [2.265, -1.335, 1.742], [1.471, -0.243, 1.502], [0.069, -0.343, 1.714], [-0.323, -0.776, 2.907], [0.444, -0.617, 4.030], [1.326, 0.509, 4.269], [0.648, -1.730, 4.941], [-1.498, -1.403, 3.153], [-2.207, -2.288, 2.249], [-2.229, -1.149, 4.389], [2.066, 1.028, 1.241], [-1.204, 3.245, -1.527], [-2.291, 3.573, -0.623], [-1.629, 2.629, -2.776], [3.057, 3.559, -1.174], [2.795, 2.904, -2.800], [2.516, 1.879, -1.395], [1.700, 5.175, -2.559], [-0.068, 4.980, -2.526], [0.907, 4.123, -3.739], [1.300, 4.316, 0.888], [3.599, 4.559, 1.779], [5.048, 2.560, 1.949], [5.297, 0.153, 1.949], [4.266, -2.096, 1.996], [1.798, -2.293, 1.926], [1.047, 1.352, 3.649], [2.372, 0.255, 4.080], [1.220, 0.805, 5.314], [0.065, -2.590, 4.625], [0.363, -1.465, 5.962], [1.707, -2.006, 4.941], [-2.098, -3.325, 2.582], [-1.837, -2.211, 1.235], [-3.267, -2.037, 2.258], [-1.703, -0.430, 5.007], [-2.370, -2.074, 4.952], [-3.212, -0.743, 4.139], [-1.901, 3.809, 0.362], [-3.016, 2.761, -0.525], [-2.810, 4.450, -1.016], [-0.790, 2.542, -3.463], [-2.399, 3.248, -3.239], [-2.046, 1.629, -2.604], [-1.408, -1.059, -3.349], [-0.205, -0.843, -1.768], [1.391, -0.025, -2.614], [1.303, 0.655, -3.829], [2.441, 1.010, -4.543], [3.698, 0.707, -4.039], [3.808, 0.049, -2.822], [2.665, -0.320, -2.125], [0.461, -2.691, -1.412], [0.370, -3.208, -0.148], [0.762, -4.525, 0.181], [1.238, -5.347, -0.790], [1.373, -4.876, -2.119], [1.882, -5.733, -3.126], [2.054, -5.289, -4.403], [1.738, -3.954, -4.722], [1.235, -3.112, -3.772], [1.011, -3.540, -2.437], [-0.814, -1.243, -4.241], [-2.019, -0.176, -3.534], [-2.066, -1.920, -3.228], [0.331, 0.870, -4.259], [2.348, 1.510, -5.499], [4.587, 0.975, -4.595], [4.784, -0.209, -2.431], [2.771, -0.880, -1.202], [0.002, -2.581, 0.645], [0.677, -4.874, 1.204], [1.529, -6.365, -0.564], [2.134, -6.751, -2.858], [2.442, -5.951, -5.165], [1.905, -3.590, -5.727], [1.036, -2.088, -4.040]],
  "mulliken_spin": [0.544, 0.000, -0.001, 0.005, -0.033, 0.042, 0.000, 0.000, 0.002, 0.028, -0.003, 0.012, -0.007, 0.026, -0.024, 0.003, 0.000, 0.000, 0.000, 0.000, -0.003, -0.002, 0.008, 0.001, 0.003, 0.067, -0.025, -0.001, -0.001, 0.000, -0.001, 0.011, -0.003, 0.013, -0.031, 0.262, -0.034, 0.013, 0.000, 0.000, 0.000, 0.004, -0.001, 0.009, 0.011, 0.043, 0.022, 0.000, 0.000, 0.001, 0.000, 0.001, 0.000, 0.000, 0.000, 0.000, 0.000, 0.000, 0.000, 0.000, 0.000, 0.001, 0.000, 0.001, 0.000, 0.000, 0.001, -0.001, 0.000, 0.000, 0.000, -0.002, -0.022, 0.000, -0.002, 0.001, -0.009, -0.010, 0.074, 0.007, -0.004, 0.001, -0.002, 0.001, -0.003, 0.016, -0.014, -0.001, -0.001, 0.001, -0.001, 0.000, 0.001, -0.001, -0.004, 0.000, 0.000, 0.000, 0.000, 0.000, 0.000, 0.000, -0.002, 0.011, 0.000, 0.000, 0.000, 0.000, 0.000, -0.001],
  "charge": 1,
  "spin_multiplicity": 2,
  "e_homo_ev": [-9.863, -9.865],
  "s_squared": 0.754,
  "gap_ev": [7.33, 5.98]
}


no.,molecular weight (g/mol),total energy (eV)
1,179.52,-36388.5414
2,111.23,-25379.9786
3,1031.67,-126226.9869